The following is a DFT calculation (wB97M-V/def2-TZVPD) of an isolated ion of composition C5H8N3O and charge +1 in a non-equilibrium geometry.

Last column: Mulliken charge in e.
Atoms and positions in Å:
C  -1.9048  -0.8400  -0.6075  -0.71
C  -2.3327  0.2972  0.1951  0.14
C  -0.6592  -1.1162  -1.1197  0.07
C  2.0650  1.2683  -0.1244  -0.15
C  1.5587  -0.1610  -0.3995  0.81
N  0.3200  -0.3404  -0.7428  -0.35
N  2.4938  -1.1030  0.0602  -0.34
N  -1.6277  1.2711  0.5947  -0.20
O  1.5063  2.3141  -0.1629  -0.40
H  -2.7034  -1.5851  -0.7800  0.31
H  -3.3642  0.3517  0.4413  0.39
H  -0.3662  -1.7966  -1.9044  0.44
H  3.1983  1.1427  0.2836  0.21
H  3.2623  -0.7164  0.3824  0.13
H  2.3307  -2.0992  -0.0486  0.23
H  -0.7171  1.5350  0.2734  0.10
H  -2.1122  2.0122  1.1619  0.30

Computed properties:
Relative energy (zero: lowest compared OMol25 entry of this formula, charge and spin), kJ/mol: 192.8
Molecular weight, g/mol: 126.14
Lowest unoccupied orbital energy, eV: -5.0
E_tot, Ha: -434.522646
Multiplicity: 1
HOMO-LUMO gap, eV: 8.1
Charge: +1
F_max, eV/Å: 7.52
SMILES string: N/C(C=O)=N\C=C/C=[NH2+]

=====

The following is a DFT calculation (wB97M-V/def2-TZVPD) of an isolated molecule of C5H8N4 in a non-equilibrium geometry.

Last column: Mulliken charge in e.
Atoms and positions in Å:
C  -3.1659  0.4057  0.5859  -1.04
C  -2.2939  -0.2632  -0.5401  -0.23
C  1.2258  -0.1952  -0.1024  0.45
C  2.2230  -1.0503  0.1059  -0.46
C  2.9397  1.0125  -0.0902  -0.26
H  -4.2053  0.0830  0.3760  0.31
H  -3.0900  1.4919  0.5321  0.30
H  -2.7939  0.1447  1.5814  0.31
H  -2.6792  0.0842  -1.5123  0.22
H  -2.3206  -1.3721  -0.4855  0.42
H  2.2854  -2.1395  0.1613  0.37
H  4.3218  -0.6005  0.3889  0.21
H  3.5682  1.8756  -0.1966  0.43
N  -0.9646  0.2716  -0.4600  -0.22
N  -0.1392  -0.6142  -0.2303  -0.26
N  3.4016  -0.2466  0.1324  -0.06
N  1.6868  1.1125  -0.2467  -0.49

Computed properties:
Relative energy (zero: lowest compared OMol25 entry of this formula, charge and spin), kJ/mol: 92.8
Molecular weight, g/mol: 124.15
Lowest unoccupied orbital energy, eV: 0.9
E_tot, Ha: -414.296804
Multiplicity: 1
HOMO-LUMO gap, eV: 9.7
F_max, eV/Å: 2.73
SMILES string: CC/N=N/c1c[nH]cn1

=====

The following is a DFT calculation (wB97M-V/def2-TZVPD) of an isolated molecule of C5H8N4 in a non-equilibrium geometry.

Last column: Mulliken charge in e.
Atoms and positions in Å:
C  -0.4874  0.1286  1.2093  -0.56
C  0.1320  -0.2068  0.0921  -0.01
C  -1.6637  1.1783  0.7368  -0.46
C  -1.4297  1.3231  -0.7756  -0.58
C  2.0819  -1.7440  0.3765  -0.87
N  0.2485  -0.0064  -2.1195  -0.60
N  1.2630  -0.6756  -1.8303  -0.35
N  -0.4328  0.3402  -1.0711  0.67
N  1.1689  -0.9764  -0.4280  0.35
H  -0.1506  -0.1313  2.2433  0.29
H  -2.6809  0.9560  0.9898  0.38
H  -1.3368  2.0970  1.2391  0.23
H  -2.3891  1.1652  -1.2909  0.26
H  -1.1613  2.2765  -1.1318  0.32
H  2.5247  -2.4968  -0.3641  0.29
H  2.7056  -1.0451  0.9057  0.34
H  1.6077  -2.1824  1.2186  0.31

Computed properties:
Relative energy (zero: lowest compared OMol25 entry of this formula, charge and spin), kJ/mol: 284.9
Molecular weight, g/mol: 124.15
Lowest unoccupied orbital energy, eV: 1.0
E_tot, Ha: -414.223649
Multiplicity: 1
HOMO-LUMO gap, eV: 8.2
F_max, eV/Å: 3.47
SMILES string: CN1N=NN2CCC=C12

=====

The following is a DFT calculation (wB97M-V/def2-TZVPD) of a 2-piece molecular cluster, C5H8N5 overall in a non-equilibrium geometry.

Last column: Mulliken charge in e.
Atoms and positions in Å:
C  -2.4483  0.1770  1.3751  -0.51
C  -1.8609  -0.8380  0.6428  0.84
C  -1.3156  -1.7340  0.0037  0.14
C  2.2232  0.6820  -0.1102  0.31
C  -0.7756  -2.6784  -0.7482  -1.07
N  -2.9748  1.1102  0.1022  -0.25
N  1.0920  0.6830  -0.4190  -0.49
N  3.4432  0.7693  0.2392  -0.44
N  -1.0534  2.0512  -0.5006  -0.08
N  -2.2846  1.9297  -0.3895  -0.02
H  -3.3096  -0.2713  1.7945  0.26
H  0.2638  -2.6828  -1.1176  0.27
H  -1.3032  -3.5956  -1.0320  0.28
H  3.6309  1.2538  1.1763  0.31
H  3.9693  -0.0572  0.1454  0.28
H  -0.2536  1.4011  -0.1663  0.54
H  -0.7305  2.7920  -1.1437  0.27
H  -1.7317  0.9902  1.6286  0.35

Computed properties:
Relative energy (zero: lowest compared OMol25 entry of this formula, charge and spin), kJ/mol: 619.1
Molecular weight, g/mol: 138.15
Lowest unoccupied orbital energy (alpha / beta), eV: -5.7 / -5.3
E_tot, Ha: -468.600201
Multiplicity: 1
HOMO-LUMO gap (alpha / beta), eV: 6.8 / 7.8
Charge: +1
F_max, eV/Å: 5.06

=====

The following is a DFT calculation (wB97M-V/def2-TZVPD) of an isolated ion of composition C5H8N5 and charge +1 in a non-equilibrium geometry.

Last column: Mulliken charge in e.
Atoms and positions in Å:
C  3.8496  -0.0846  0.0781  0.38
C  -0.9232  -0.6437  -0.0480  0.72
C  1.5249  -0.0442  -0.0945  -0.51
C  -1.2604  0.5076  -0.9743  -0.91
C  -1.3217  1.7837  -0.1642  -0.06
N  4.9165  0.1846  -0.1975  -0.28
N  -1.0617  1.7029  1.0553  -0.51
N  0.3952  -0.8487  0.2370  0.05
N  -1.9423  -1.4421  0.0983  -0.31
N  2.6348  -0.4786  0.4252  -0.12
H  -0.5116  0.6838  -1.7602  0.36
H  -2.1607  0.5076  -1.6339  0.40
H  -1.1064  2.4698  1.7485  0.26
H  -1.5733  2.5819  -0.8447  0.40
H  0.5755  -1.6865  0.7925  0.27
H  -2.8908  -1.4763  -0.3858  0.30
H  -1.9016  -2.2675  0.6765  0.23
H  2.7573  -1.4499  0.9916  0.33

Computed properties:
Relative energy (zero: lowest compared OMol25 entry of this formula, charge and spin), kJ/mol: 277.6
Molecular weight, g/mol: 138.15
Lowest unoccupied orbital energy, eV: -4.6
E_tot, Ha: -468.730272
Multiplicity: 1
HOMO-LUMO gap, eV: 9.2
Charge: +1
F_max, eV/Å: 5.21

=====

The following is a DFT calculation (wB97M-V/def2-TZVPD) of an isolated ion of composition C5H8N5O2 and charge +1 in a non-equilibrium geometry.

Last column: Mulliken charge in e.
Atoms and positions in Å:
C  -0.1877  -2.4711  -1.2408  0.05
C  -1.4318  1.4525  0.6735  -0.19
C  1.2037  -1.6437  0.4948  -0.03
C  1.3742  -0.6186  1.1081  0.36
C  -0.6188  -0.1743  -1.0726  0.10
N  -0.8325  -1.4033  -1.5023  -0.46
N  0.7100  -2.6578  -0.2752  -0.18
N  -0.4024  2.1909  0.5513  -0.19
N  -1.5086  0.3233  -0.0962  -0.08
N  0.2515  0.7123  -1.5675  -0.21
O  1.5443  0.3608  1.8896  -0.51
O  -0.1955  3.4042  1.1259  -0.42
H  -0.5972  -3.3987  -1.8558  0.33
H  -2.2336  1.5890  1.3005  0.51
H  0.8690  -3.6150  0.0194  0.28
H  -2.3856  -0.1773  0.0747  0.26
H  0.3717  1.6409  -1.0486  0.34
H  0.9471  0.2321  -2.1160  0.30
H  2.3707  0.6403  2.3209  0.40
H  0.7514  3.6134  1.2163  0.35

Computed properties:
Relative energy (zero: lowest compared OMol25 entry of this formula, charge and spin), kJ/mol: 176.1
Molecular weight, g/mol: 170.15
Lowest unoccupied orbital energy, eV: -3.1
E_tot, Ha: -619.190337
Multiplicity: 1
HOMO-LUMO gap, eV: 9.7
Charge: +1
F_max, eV/Å: 3.78
SMILES string: [NH2+]=C(/N=C\NC#CO)N/C=N/O

=====

The following is a DFT calculation (wB97M-V/def2-TZVPD) of C5H8NO2 as an isolated structure in a non-equilibrium geometry.

Last column: Mulliken charge in e.
Atoms and positions in Å:
O  -0.1621  2.6354  -1.7817  -0.51
C  0.0534  2.1188  -0.7346  0.38
O  1.0773  2.3607  0.1750  -0.45
C  -0.7183  0.8947  -0.2513  -0.49
C  0.1924  -0.3200  -0.5593  -0.93
C  -0.4005  -1.6306  -0.0163  -0.81
C  0.3076  -2.0242  2.2655  -0.48
N  -0.5414  -1.5356  1.4047  -0.26
H  -1.6256  0.8219  -0.8601  0.31
H  -0.9371  0.8090  0.8147  0.43
H  0.3468  -0.3356  -1.6502  0.37
H  1.1174  -0.1369  -0.0034  0.35
H  -1.3899  -1.7863  -0.4880  0.35
H  0.2181  -2.5190  -0.2126  0.50
H  1.0689  -1.1969  2.6016  -0.11
H  1.3930  1.8445  -0.7041  0.35

Computed properties:
Relative energy (zero: lowest compared OMol25 entry of this formula, charge and spin), kJ/mol: 654.3
Molecular weight, g/mol: 114.12
Lowest unoccupied orbital energy, eV: 3.4
E_tot, Ha: -400.365510
Multiplicity: 1
HOMO-LUMO gap, eV: 4.0
Charge: -1
F_max, eV/Å: 5.65

=====

The following is a DFT calculation (wB97M-V/def2-TZVPD) of an isolated ion of composition C5H8NO2S2 and charge +1 in a non-equilibrium geometry.

Last column: Mulliken charge in e.
Atoms and positions in Å:
C  -0.3216  0.5299  -0.7519  -0.24
C  -2.4230  -0.5404  0.1487  0.59
C  0.9463  0.1303  -0.0681  -0.39
C  2.0323  -0.0481  -1.0688  -0.85
C  -3.2138  0.1023  1.2227  -1.11
N  -1.4363  0.1744  -0.4244  -0.04
O  3.7644  0.8226  0.9010  -0.45
O  4.2315  -1.4304  -0.0205  -0.45
S  -2.7970  -2.0867  -0.2734  0.09
S  3.8267  -0.0397  -0.2411  0.79
H  -0.5009  1.2013  -1.6823  0.41
H  1.3608  0.9799  0.5077  0.36
H  0.7651  -0.7076  0.4867  0.37
H  1.9107  -0.9952  -1.5989  0.41
H  2.2399  0.8486  -1.6028  0.43
H  -4.0053  0.5686  0.7243  0.37
H  -3.6607  -0.5173  2.0292  0.40
H  -2.7193  1.0075  1.7119  0.31

Computed properties:
Relative energy (zero: lowest compared OMol25 entry of this formula, charge and spin), kJ/mol: 270.1
Molecular weight, g/mol: 178.26
Lowest unoccupied orbital energy (alpha / beta), eV: -5.4 / -7.9
E_tot, Ha: -1196.497528
Multiplicity: 1
HOMO-LUMO gap (alpha / beta), eV: 9.2 / 4.8
Charge: +1
F_max, eV/Å: 7.30